Record 1
{
  "formula": "C21H45NO8",
  "method": "ωB97M-V/def2-TZVPD",
  "elements": ["C", "C", "C", "C", "O", "C", "C", "C", "O", "C", "C", "C", "N", "C", "O", "H", "H", "H", "H", "H", "H", "H", "H", "H", "H", "H", "H", "H", "H", "H", "C", "C", "O", "H", "H", "H", "H", "H", "H", "C", "C", "O", "H", "H", "H", "H", "H", "H", "C", "C", "O", "H", "H", "H", "H", "H", "H", "C", "C", "O", "H", "H", "H", "H", "H", "H", "C", "C", "O", "H", "H", "H", "H", "H", "H"],
  "coordinates": [[1.89731, -0.65086, 1.35511], [1.35391, 0.75322, 1.12840], [0.95199, 0.99961, -0.32241], [0.09243, 2.24903, -0.49488], [-1.31732, 1.97260, -0.64556], [-1.99316, 1.65562, 0.48315], [-2.34559, 2.53413, 1.42088], [-3.10995, 2.05942, 2.60657], [-2.97982, 2.56476, 3.69808], [-4.01287, 0.89781, 2.36316], [-3.68397, 0.00294, 1.43372], [-4.50920, -1.18969, 1.06435], [-5.49258, -0.78639, 0.02573], [-2.39297, 0.21228, 0.69062], [-1.70688, -0.71058, 0.32734], [2.23537, -0.79127, 2.38223], [2.74609, -0.83596, 0.69212], [1.13694, -1.40272, 1.13549], [2.13747, 1.47575, 1.38049], [0.51810, 0.96350, 1.80216], [1.84285, 1.12680, -0.93282], [0.39049, 0.15512, -0.72585], [0.23007, 2.94524, 0.33824], [0.36150, 2.77923, -1.40816], [-2.08704, 3.58360, 1.35656], [-4.91108, 0.79451, 2.95951], [-5.03063, -1.58132, 1.93343], [-3.83417, -1.95662, 0.67656], [-5.64106, -1.55449, -0.61842], [-5.11168, -0.03228, -0.53570], [5.77545, 3.37485, -2.06879], [4.88752, 2.23375, -1.61787], [3.62271, 2.68786, -1.13475], [5.95104, 4.07804, -1.25364], [6.73780, 2.99509, -2.41634], [5.31054, 3.91614, -2.89558], [5.34286, 1.69590, -0.78650], [4.73939, 1.53005, -2.44267], [3.19205, 3.16265, -1.85320], [-6.08411, -4.82117, 3.85118], [-4.93487, -4.01303, 4.42603], [-4.99697, -2.64705, 4.04698], [-6.08887, -4.75092, 2.76269], [-6.00371, -5.87256, 4.13283], [-7.04049, -4.44131, 4.21718], [-3.98121, -4.38735, 4.05296], [-4.92117, -4.10254, 5.51891], [-5.82713, -2.27431, 4.37806], [-7.98758, 1.11832, 5.20601], [-8.30913, -0.36006, 5.12613], [-7.14005, -1.17042, 5.25486], [-7.27276, 1.39630, 4.43139], [-8.89041, 1.71647, 5.07801], [-7.54910, 1.36994, 6.17429], [-8.73220, -0.61125, 4.15469], [-9.03797, -0.63975, 5.89279], [-6.73080, -0.98728, 6.10703], [7.23480, 2.43656, -6.05417], [6.29937, 1.34061, -5.58077], [5.03391, 1.85525, -5.16968], [7.38517, 3.17403, -5.26473], [8.20484, 2.02462, -6.33621], [6.82167, 2.95516, -6.92317], [6.70774, 0.82862, -4.71174], [6.15861, 0.59085, -6.36677], [4.62905, 2.29995, -5.92050], [6.58251, -3.36957, -5.34622], [7.39605, -2.75086, -4.22571], [6.81430, -1.54675, -3.73694], [6.47040, -2.66343, -6.16955], [7.06348, -4.27312, -5.72355], [5.58344, -3.63928, -4.99613], [8.38795, -2.47326, -4.58126], [7.52438, -3.46665, -3.40682], [5.93691, -1.75207, -3.39881]],
  "forces_ev_per_a": [[-0.06, 0.00, -0.07], [0.27, 0.03, -0.02], [-0.36, 0.11, -0.01], [0.29, 0.17, -0.20], [0.10, -0.30, 0.22], [-0.08, 0.10, 0.03], [-0.08, 0.00, -0.04], [0.06, -0.10, -0.10], [-0.25, 0.22, 0.02], [0.05, -0.05, -0.16], [0.02, 0.01, 0.06], [-0.04, -0.01, -0.36], [0.14, 0.03, 0.03], [-0.17, 0.13, 0.09], [-0.05, 0.00, -0.30], [0.00, -0.01, 0.00], [0.01, -0.02, 0.02], [-0.01, 0.00, 0.02], [-0.09, 0.05, 0.06], [-0.06, -0.13, -0.02], [0.13, -0.08, 0.05], [-0.01, -0.03, 0.05], [-0.03, -0.02, 0.03], [-0.12, -0.03, -0.03], [0.18, -0.04, 0.14], [0.13, -0.03, 0.20], [0.03, -0.01, 0.03], [0.04, -0.06, 0.19], [-0.08, -0.03, 0.06], [-0.03, 0.01, 0.01], [-0.01, 0.06, 0.03], [-0.02, -0.03, -0.07], [0.06, 0.08, -0.01], [0.00, -0.03, 0.02], [0.00, 0.00, -0.02], [0.03, -0.03, -0.04], [-0.02, 0.00, 0.01], [0.05, -0.02, 0.01], [0.02, 0.01, 0.00], [-0.01, 0.03, -0.04], [-0.07, 0.06, -0.01], [0.00, -0.07, 0.01], [0.01, -0.01, 0.00], [0.00, 0.00, 0.01], [0.00, -0.01, 0.02], [0.01, 0.00, 0.02], [0.03, -0.04, 0.00], [0.00, 0.09, -0.03], [0.07, -0.02, -0.01], [0.01, 0.03, 0.00], [0.01, -0.05, 0.07], [-0.02, 0.01, -0.01], [-0.01, 0.00, 0.01], [-0.03, 0.01, 0.01], [0.00, -0.02, 0.00], [-0.02, 0.00, -0.02], [0.01, 0.04, -0.01], [-0.05, 0.05, 0.04], [0.00, 0.06, -0.04], [-0.04, 0.02, 0.06], [0.02, -0.01, 0.01], [0.00, -0.01, 0.00], [0.02, -0.02, -0.02], [-0.02, -0.04, -0.01], [0.03, -0.03, 0.02], [0.01, -0.01, -0.01], [-0.02, 0.06, -0.01], [-0.07, -0.01, 0.02], [0.03, -0.01, 0.00], [0.02, -0.01, 0.00], [0.00, -0.01, 0.01], [0.01, -0.03, 0.00], [0.01, 0.00, 0.01], [0.04, -0.01, -0.01], [-0.01, 0.03, 0.00]],
  "lumo_energy_ev": -0.58,
  "homo_ev": -9.34,
  "smiles": "CCCCOC1=CC(=O)C=C(CN)C1=O.CCO.CCO.CCO.CCO.CCO",
  "total_charge": 0,
  "orbital_gap_ev": 8.8,
  "multiplicity": 1
}



Record 2
{
  "formula": "C42H41CoNO3P2S",
  "method": "ωB97M-V/def2-TZVPD",
  "elements": ["Co", "C", "C", "C", "C", "C", "C", "C", "C", "C", "H", "H", "H", "H", "H", "H", "H", "H", "H", "H", "H", "H", "H", "H", "H", "P", "P", "C", "C", "C", "C", "C", "C", "C", "C", "C", "C", "C", "C", "C", "C", "C", "C", "C", "C", "C", "C", "C", "C", "C", "C", "C", "C", "H", "H", "H", "H", "H", "H", "H", "H", "H", "H", "H", "H", "H", "H", "H", "H", "H", "H", "H", "H", "H", "H", "O", "S", "O", "N", "C", "O", "C", "C", "C", "C", "C", "C", "H", "H", "H", "H"],
  "coordinates": [[0.37242, 1.28611, -1.95885], [2.07175, 2.25418, -2.26695], [2.16376, 2.81963, -1.00043], [1.84781, 4.23755, -0.71669], [0.65253, 4.76445, -1.54152], [-0.36404, 3.72877, -1.81964], [-0.43328, 2.94308, -2.97458], [0.54923, 3.09105, -4.10466], [1.96300, 3.10157, -3.54137], [-2.28230, -1.69561, 0.50400], [2.44703, 1.22995, -2.46049], [2.79192, 2.35030, -0.23206], [2.72553, 4.85819, -0.94033], [1.61650, 4.41347, 0.35440], [0.19032, 5.56495, -0.95819], [0.95325, 5.26477, -2.47133], [-1.29657, 3.85716, -1.24101], [-1.42575, 2.67933, -3.31061], [0.36607, 4.01732, -4.63264], [0.43591, 2.27781, -4.82886], [2.62289, 2.67403, -4.30281], [2.31284, 4.12975, -3.36994], [-1.44706, -2.41991, 0.30610], [-3.20822, -2.18367, 0.22322], [-2.15548, -1.41064, 1.53968], [1.50766, 0.64574, 0.85504], [-2.35078, -0.02454, -0.24052], [0.05044, 1.58319, 0.66032], [-1.07019, 1.26732, -0.15548], [2.10757, 0.77957, 2.50331], [2.54517, 2.07323, 2.86944], [3.22897, 2.27285, 4.06944], [3.43955, 1.16961, 4.92734], [3.02990, -0.13501, 4.57239], [2.36915, -0.32176, 3.35364], [2.51705, -0.12266, -0.35299], [1.93266, -0.85825, -1.51594], [2.79662, -1.58079, -2.34006], [4.20585, -1.50906, -2.23814], [4.79625, -0.79130, -1.15610], [3.97132, -0.10731, -0.23714], [-3.80152, 0.77631, 0.54010], [-3.70660, 1.05675, 1.92141], [-4.85090, 1.42288, 2.63478], [-6.07775, 1.59356, 1.97172], [-6.14717, 1.38315, 0.58568], [-5.00664, 1.01407, -0.13616], [-2.63322, -0.23630, -2.03364], [-2.54541, -1.52961, -2.56989], [-2.68483, -1.71991, -3.94610], [-2.87298, -0.63053, -4.79279], [-2.88804, 0.66786, -4.27794], [-2.81166, 0.86117, -2.89009], [0.08003, 2.60043, 1.15319], [-1.53130, 2.16452, -0.62213], [2.40820, 2.91119, 2.18339], [3.62340, 3.26121, 4.35037], [3.95127, 1.33648, 5.88612], [3.26654, -0.95251, 5.27671], [2.05430, -1.30062, 3.00148], [0.94610, -0.99726, -1.91163], [2.28422, -2.20242, -3.11601], [4.82398, -2.06866, -2.96531], [5.91119, -0.85188, -1.05099], [4.48016, 0.38378, 0.61084], [-2.74749, 0.90681, 2.42193], [-4.81377, 1.53505, 3.72610], [-6.96810, 1.88694, 2.53531], [-7.11628, 1.46426, 0.08642], [-5.05701, 0.82536, -1.20461], [-2.35220, -2.35001, -1.88056], [-2.65062, -2.73190, -4.33792], [-3.03954, -0.79528, -5.85172], [-2.98806, 1.52293, -4.95807], [-2.86585, 1.87938, -2.45815], [0.72690, -6.28461, -0.29684], [-0.25911, -5.50114, 0.40693], [-1.66471, -5.78282, 0.31952], [0.00901, -3.76464, 0.29563], [0.37178, -3.24849, 1.49843], [0.41389, -1.99937, 1.71643], [0.57353, -4.27222, 2.54734], [0.87571, -4.00943, 3.88415], [0.90479, -5.08689, 4.74183], [0.59841, -6.38782, 4.32931], [0.26575, -6.65035, 3.01189], [0.25934, -5.55026, 2.14464], [1.04002, -2.98546, 4.17477], [1.11781, -4.91976, 5.77547], [0.56631, -7.17475, 5.05703], [-0.01911, -7.64361, 2.68264]],
  "forces_ev_per_a": [[-1.46, 0.14, 2.01], [2.29, 1.13, -0.08], [1.52, -0.88, -1.51], [-0.42, 0.73, 0.06], [0.38, 0.67, 0.28], [-1.64, -0.42, -1.88], [-0.79, 2.20, 0.31], [0.14, -0.18, 0.32], [0.27, -0.10, -0.05], [1.00, 0.67, -0.37], [0.47, 0.76, 0.31], [-0.76, -0.07, -0.50], [0.02, -0.10, 0.07], [0.26, -0.40, -0.48], [-0.11, -0.12, 0.02], [0.14, -0.30, 0.17], [0.60, -0.44, -0.21], [0.11, -0.29, 0.25], [-0.21, 0.33, -0.32], [-0.09, 0.02, 0.10], [0.16, 0.04, 0.27], [-0.05, -0.44, 0.01], [-0.34, 0.99, -0.48], [-0.45, 0.09, 0.44], [-0.46, -0.46, 0.58], [-1.80, -0.84, 0.74], [0.98, 0.85, -0.32], [0.62, 0.91, 0.63], [-0.40, -0.79, -1.93], [1.57, 0.43, 0.82], [0.40, -0.32, 0.55], [-0.14, -0.56, 0.47], [-0.02, 0.04, -0.20], [0.17, 0.99, 0.19], [0.06, 0.31, -0.25], [0.47, -1.51, -1.86], [2.93, 0.23, 1.30], [0.36, 0.36, -0.63], [-0.15, -0.07, 0.68], [-0.62, -0.65, -0.81], [-0.72, -0.64, -0.29], [-0.37, -0.04, 0.13], [-0.36, -0.43, -0.35], [-0.09, 0.10, -0.05], [0.47, -0.19, -0.37], [-0.03, 0.21, 0.36], [0.05, -0.45, 0.50], [-0.20, -0.11, -0.07], [-0.01, 0.47, 0.10], [0.00, -0.04, 0.30], [0.01, 0.05, 0.26], [-0.24, 0.05, 0.42], [-0.08, 0.17, -0.04], [-0.06, -1.14, -0.44], [-0.36, -0.97, 0.81], [-0.02, -0.22, 0.15], [-0.32, -0.52, -0.17], [-0.20, -0.13, -0.51], [-0.32, 0.37, -0.67], [0.01, 0.15, 0.12], [-1.20, 0.32, 1.18], [0.85, 0.60, 0.56], [-0.36, 0.40, 0.66], [-1.26, 0.39, 0.05], [-0.66, -0.16, -0.41], [-0.29, 0.06, 0.00], [0.11, 0.09, -0.55], [0.32, -0.20, -0.24], [0.40, 0.12, 0.06], [-0.14, -0.02, 0.13], [-0.07, -0.05, -0.41], [0.00, 0.16, -0.03], [0.19, 0.04, 0.05], [-0.04, -0.35, 0.36], [-0.13, -0.83, -0.34], [-0.71, 0.23, -0.61], [1.96, 2.74, 2.20], [-0.08, -0.18, -0.57], [-0.25, -1.83, 0.16], [-0.73, 1.02, -1.56], [0.24, -1.93, 0.04], [-0.13, -0.15, 0.92], [-0.04, -0.38, -0.93], [-0.12, -0.18, 0.22], [-0.01, 0.41, -0.24], [-0.05, 0.71, -0.40], [-0.42, -0.66, -0.22], [0.10, 0.09, 0.26], [0.14, 0.05, 0.55], [0.11, -0.28, 0.24], [0.05, 0.12, -0.03]],
  "lumo_energy_ev": [-0.38, -0.34],
  "homo_ev": [-5.36, -6.21],
  "s_squared": 3.791,
  "total_charge": 0,
  "orbital_gap_ev": [5.0, 5.9],
  "multiplicity": 4
}



Record 3
{
  "formula": "C8H17IN",
  "method": "ωB97M-V/def2-TZVPD",
  "elements": ["C", "C", "C", "C", "C", "C", "C", "C", "N", "I", "H", "H", "H", "H", "H", "H", "H", "H", "H", "H", "H", "H", "H", "H", "H", "H", "H"],
  "coordinates": [[1.17368, 1.50536, -0.50381], [0.15966, 1.13024, 0.23055], [3.63692, 1.94859, -0.59029], [-0.73948, -1.04330, -1.52784], [-3.03207, -1.56758, 0.77228], [-0.68340, -1.85706, 1.11641], [2.27138, 2.44082, -0.14964], [-1.35235, -0.15731, -0.46479], [-1.69862, -0.83287, 0.77406], [-0.30908, 1.69605, 2.16321], [1.14181, 1.00049, -1.48593], [3.64192, 1.55642, -1.53041], [4.53886, 2.51054, -0.52358], [3.83285, 0.95259, 0.01714], [-1.00543, -2.08368, -1.60519], [0.26883, -1.18372, -1.42992], [-0.80369, -0.53908, -2.48357], [-3.43031, -1.84329, -0.25995], [-3.04073, -2.47700, 1.40829], [-3.71833, -0.83454, 1.35090], [-0.86154, -2.48742, 2.01242], [-0.69104, -2.65998, 0.44543], [0.20331, -1.41508, 1.03832], [2.17936, 3.30703, -0.77902], [2.12037, 2.65515, 0.87045], [-2.12327, 0.53499, -0.58765], [-1.67961, -0.25637, 1.72212]],
  "forces_ev_per_a": [[-0.28, -1.03, -1.22], [-3.07, -2.10, -0.39], [0.28, -3.65, 4.03], [-1.76, 1.10, -0.66], [-2.32, 1.34, 0.64], [-2.42, -2.28, 0.93], [0.43, 0.06, -1.82], [4.07, 1.44, 2.12], [-0.30, -2.86, 3.04], [0.07, 0.27, 0.22], [0.41, 0.49, 0.20], [-0.47, -0.70, -3.00], [0.15, 1.12, 0.56], [0.02, 1.85, -0.84], [-1.31, -0.22, -0.07], [2.92, 0.24, 0.89], [-0.52, -0.10, -0.29], [0.79, 0.72, 1.36], [0.58, 0.58, -0.53], [0.57, -1.28, -1.51], [-0.06, 1.54, 0.24], [-0.21, -0.81, -1.77], [3.88, 1.67, 0.35], [-0.84, 0.96, 0.11], [0.52, 0.70, 1.23], [-1.06, 1.00, -1.26], [-0.07, -0.04, -2.55]],
  "lumo_energy_ev": -3.02,
  "homo_ev": -12.72,
  "total_charge": 1,
  "orbital_gap_ev": 9.7,
  "multiplicity": 1
}



Record 4
{
  "formula": "C5H9NOS",
  "method": "ωB97M-V/def2-TZVPD",
  "elements": ["N", "C", "C", "C", "S", "C", "C", "O", "H", "H", "H", "H", "H", "H", "H", "H", "H"],
  "coordinates": [[1.98146, -0.62297, -0.15523], [0.51022, -0.73223, -0.26146], [-0.20271, -0.37886, 1.01672], [0.10789, 1.05422, 1.34548], [0.07940, 1.86933, -0.31005], [-0.26995, 0.26901, -1.08881], [-1.68755, -0.14789, -0.70294], [-1.55717, -0.50264, 0.66351], [2.25242, 0.36973, -0.16192], [2.47912, -1.12089, -0.89710], [0.28771, -1.75090, -0.62389], [0.03996, -0.98874, 1.85533], [-0.63154, 1.52332, 1.96185], [1.13231, 1.15666, 1.76315], [0.00705, 0.36253, -2.15574], [-2.07401, -0.97311, -1.36324], [-2.45461, 0.61344, -0.88565]],
  "forces_ev_per_a": [[-0.50, 0.46, -0.12], [1.83, -0.57, -0.50], [0.06, -0.13, 0.27], [1.38, 0.63, -0.62], [0.12, 0.29, 0.13], [-0.03, 0.62, -1.10], [-0.60, -0.22, -1.80], [-1.12, -0.27, 0.22], [-0.04, -0.63, -0.16], [-0.42, 0.38, 0.28], [-0.11, 0.29, 0.45], [-0.07, -0.81, 0.57], [-0.31, 0.01, 0.51], [-0.72, -0.03, -0.02], [-0.45, -0.34, 0.50], [0.63, -0.02, 0.84], [0.36, 0.32, 0.55]],
  "lumo_energy_ev": 0.80,
  "homo_ev": -8.69,
  "smiles": "N[C@H]1[C@H]2CS[C@@H]1CO2",
  "total_charge": 0,
  "orbital_gap_ev": 9.5,
  "multiplicity": 1
}



Summary of total energy in a.u.
-1483.72229, -4368.84916, -667.06518, -724.08079
(order as listed above)